Record 1
83
Properties=species:S:1:pos:R:3:lowdin_charge:R:1 method="wB97M-V/def2-TZVPD" s_squared=0.912 homo_lumo_gap_ev="5.3 / 4.8" charge=+1 spin_multiplicity=2 total_energy_ev=-193805.738
Ni -0.372 -0.341 0.129 0.28
C -1.605 2.747 2.535 -0.16
C -1.037 1.565 3.312 -0.37
As 0.271 0.496 2.340 1.30
C 1.943 1.496 2.449 -0.37
C 2.184 2.502 1.332 -0.17
C 0.632 -0.943 3.613 -0.39
C 0.927 -0.476 5.036 -0.14
H -2.277 3.322 3.173 0.08
H -2.172 2.422 1.664 0.03
H -0.821 3.423 2.191 0.06
H -1.829 0.873 3.604 0.08
H -0.540 1.900 4.224 0.08
H 2.726 0.735 2.460 0.08
H 1.947 1.985 3.426 0.08
H 2.176 2.015 0.358 0.04
H 3.152 2.986 1.473 0.08
H 1.424 3.282 1.313 0.05
H 1.484 -1.486 3.201 0.06
H -0.232 -1.614 3.606 0.07
H 1.768 0.217 5.065 0.07
H 1.183 -1.328 5.665 0.09
H 0.065 0.015 5.485 0.07
N 4.721 -1.517 -1.691 0.17
C 3.909 -0.938 -0.591 -0.05
C 2.449 -0.813 -1.031 -0.61
O 2.195 -0.915 -2.233 0.02
O 1.643 -0.577 -0.082 -0.12
H 5.511 -0.935 -1.955 0.16
H 4.101 -1.619 -2.505 0.15
H 5.081 -2.486 -1.346 0.07
H 4.274 0.054 -0.327 0.14
H 3.994 -1.586 0.278 0.13
N 0.302 1.012 -3.051 0.17
C -0.465 1.854 -2.389 -0.70
S -0.669 1.834 -0.676 0.86
N -1.062 2.831 -3.088 0.08
C -2.028 3.752 -2.566 -0.29
C -1.686 5.082 -2.391 -0.02
C -2.640 5.971 -1.913 -0.06
C -3.917 5.524 -1.609 -0.07
C -4.254 4.190 -1.803 -0.06
C -3.312 3.301 -2.294 -0.04
H 0.807 0.248 -2.603 0.06
H 0.218 0.951 -4.055 0.14
H -0.718 3.005 -4.021 0.17
H -0.682 5.416 -2.616 0.12
H -2.381 7.012 -1.776 0.11
H -4.657 6.219 -1.237 0.11
H -5.260 3.851 -1.594 0.11
H -3.560 2.269 -2.505 0.10
N -0.523 -2.559 0.632 0.14
C 0.579 -3.298 0.294 -0.27
C 0.804 -3.636 -1.061 0.01
C 1.995 -4.215 -1.417 -0.02
C 2.969 -4.455 -0.446 -0.22
C 2.701 -4.233 0.923 -0.03
C 1.522 -3.654 1.290 -0.01
S 4.634 -4.893 -0.934 0.46
O 4.589 -4.963 -2.372 -0.31
O 5.347 -3.675 -0.461 -0.35
O 4.961 -6.065 -0.181 -0.28
H -1.327 -2.603 0.006 0.10
H -0.789 -2.540 1.608 0.10
H 0.057 -3.395 -1.803 0.10
H 2.221 -4.447 -2.449 0.12
H 3.452 -4.503 1.654 0.13
H 1.298 -3.458 2.331 0.10
N -3.806 0.807 0.180 0.20
C -3.459 -0.259 0.918 -0.62
N -4.434 -0.919 1.573 0.20
O -2.265 -0.605 1.074 -0.12
H -4.757 0.904 -0.135 0.12
H -3.088 1.170 -0.434 0.02
H -5.406 -0.731 1.406 0.12
H -4.191 -1.769 2.048 0.12
F -0.927 -1.208 -1.695 -0.24
P -2.338 -1.557 -2.659 0.21
F -2.769 -0.017 -2.426 -0.16
F -3.637 -1.867 -3.488 -0.08
F -1.487 -1.128 -3.935 -0.11
F -1.787 -3.056 -2.771 -0.12
F -3.053 -1.954 -1.254 -0.14

---

Record 2
85
Properties=species:S:1:pos:R:3:lowdin_charge:R:1 method="wB97M-V/def2-TZVPD" homo_lumo_gap_ev=7.7 total_energy_ev=-90252.287
C -1.218 -1.150 4.277 0.08
C -1.105 0.014 4.902 -0.05
C -1.926 1.206 4.590 -0.47
O -2.119 2.104 5.379 0.12
O -2.444 1.220 3.332 -0.06
C -3.749 1.811 3.191 -0.15
C -3.717 3.181 2.493 -0.16
C -2.438 3.410 1.698 -0.18
C -2.237 2.387 0.564 -0.18
C -0.841 1.757 0.608 -0.17
C -0.373 1.105 -0.701 -0.08
C -0.426 -0.434 -0.623 -0.24
B -1.917 -0.830 -0.097 -0.53
O -2.033 -0.990 1.277 0.14
N -3.030 -1.011 -0.965 -0.04
C -4.261 -1.417 -0.280 -0.04
C -3.321 0.001 -1.980 -0.05
O 0.450 -0.855 0.429 -0.06
C 1.811 -0.862 0.198 -0.48
O 2.440 0.236 0.846 -0.11
C 2.008 0.483 2.181 -0.20
C 3.156 1.122 2.968 -0.22
C 3.066 2.645 3.032 -0.10
P 2.524 -2.564 0.878 0.96
N 3.731 -2.016 1.969 -0.16
O 1.345 -3.009 1.889 -0.27
C 2.314 -0.696 -1.273 -0.21
F 2.783 0.558 -1.519 0.06
N 1.350 -1.078 -2.392 0.05
B 1.162 -0.012 -3.534 -0.73
O 0.894 1.279 -3.241 0.23
O 1.208 -0.510 -4.777 0.03
C -0.008 -0.656 -5.543 0.01
S 1.971 -2.651 -3.181 0.85
O 2.411 -3.496 -2.140 -0.22
O 1.007 -3.123 -4.102 -0.17
C 3.518 -2.324 -4.251 -0.48
F 3.172 -2.136 -5.494 0.18
F 4.106 -3.504 -4.180 0.16
C 4.578 -1.266 -3.885 -0.61
F 5.504 -1.290 -4.819 0.22
F 4.038 -0.058 -3.880 0.20
F 5.147 -1.531 -2.738 0.22
C -0.128 -1.238 -1.902 -0.05
C -0.575 -2.766 -1.715 -0.68
O -1.369 -3.130 -2.590 0.02
O -0.074 -3.313 -0.711 0.02
H -0.680 -2.012 4.648 0.08
H -1.824 -1.293 3.394 0.05
H -0.392 0.145 5.703 0.11
H -4.313 1.103 2.581 0.11
H -4.243 1.880 4.156 0.13
H -3.838 3.967 3.238 0.11
H -4.579 3.208 1.822 0.12
H -1.592 3.343 2.382 0.11
H -2.432 4.421 1.292 0.11
H -2.364 2.875 -0.404 0.12
H -3.011 1.616 0.653 0.10
H -0.151 2.572 0.848 0.12
H -0.772 1.061 1.439 0.09
H 0.617 1.473 -0.947 0.11
H -1.008 1.464 -1.513 0.11
H -2.557 -0.285 1.675 0.07
H -4.158 -2.421 0.121 0.10
H -5.074 -1.437 -1.007 0.09
H -4.570 -0.723 0.510 0.08
H -2.464 0.182 -2.624 0.08
H -4.110 -0.375 -2.634 0.09
H -3.687 0.938 -1.551 0.09
H 1.673 -0.429 2.674 0.10
H 1.187 1.197 2.162 0.10
H 3.226 0.694 3.969 0.11
H 4.086 0.858 2.460 0.10
H 2.402 2.980 3.827 0.07
H 4.048 3.063 3.264 0.07
H 2.771 3.064 2.070 0.08
H 3.357 -1.674 2.848 0.02
H 4.298 -1.289 1.547 0.03
H 0.688 -2.321 2.061 0.04
H 3.178 -1.356 -1.349 0.11
H 1.554 1.907 -3.549 0.15
H -0.313 0.312 -5.934 0.10
H 0.227 -1.313 -6.375 0.10
H -0.786 -1.134 -4.951 0.10
H -0.783 -0.866 -2.691 0.12